Entry 1:
Computed, not measured: a structure of composition C35H60AsN6RuSSbSi2, with ωB97M-V/def2-TZVPD.

Calculated values
total energy	-142754.9677	eV
relative energy (zero: lowest compared OMol25 entry of this formula, charge and spin)	1.230	eV
charge	+1
2S+1	2
HOMO energy (alpha / beta)	-8.756 / -9.348	eV
frontier orbital gap (alpha / beta)	0.200 / 0.222	Ha

Each line ends with the Löwdin spin population.
Positions of all 107 atoms, in Å:
1 Ru -0.099257 0.341284 -0.811523  0.048
2 C -2.798291 3.750683 -1.481283  0.000
3 C -1.674484 2.767656 -1.400042  -0.002
4 N -1.797213 1.510388 -1.131133  0.002
5 N -3.067517 0.971052 -1.157673  0.003
6 C -3.250397 -0.316673 -1.594510  0.003
7 N -4.552448 -0.630447 -1.792458  0.001
8 S -2.018181 -1.378958 -1.815992  0.019
9 C -0.265727 3.133031 -1.707926  0.001
10 C 0.096482 4.351614 -2.252798  -0.001
11 C 1.429317 4.564274 -2.583480  0.001
12 C 2.349564 3.554550 -2.360324  -0.001
13 C 1.907167 2.353001 -1.832397  0.001
14 N 0.628152 2.148407 -1.508462  0.003
15 H -3.470003 3.635725 -0.627492  0.000
16 H -3.375646 3.626876 -2.402222  0.000
17 H -2.435787 4.773547 -1.455977  0.000
18 H -3.849868 1.609228 -1.138143  0.000
19 H -5.235295 0.085357 -1.987867  0.000
20 H -4.719538 -1.523243 -2.229250  0.000
21 H -0.639441 5.115973 -2.449947  0.000
22 H 1.735593 5.503748 -3.023311  0.000
23 H 3.396412 3.684616 -2.594419  0.000
24 H 2.574231 1.516794 -1.666472  0.000
25 C 4.127342 -1.235597 1.041373  0.004
26 Si 2.302643 -1.642729 0.859238  0.025
27 C 1.576592 -1.141735 2.487657  -0.001
28 C 1.987845 -3.469514 0.705828  0.006
29 N 1.605298 -0.857081 -0.594616  0.240
30 C 2.194174 -1.185334 -1.758810  0.088
31 C 3.390448 -1.974013 -1.868373  0.031
32 C 3.943743 -2.293418 -3.066192  0.069
33 C 3.333234 -1.857494 -4.267432  0.075
34 C 2.192240 -1.122051 -4.220011  0.027
35 C 1.562543 -0.749770 -2.982969  0.092
36 N 0.419768 -0.044238 -2.894895  0.225
37 Si -0.389771 0.409438 -4.412345  0.023
38 C -0.891955 -1.097454 -5.382947  0.004
39 C 0.698659 1.598073 -5.357320  0.004
40 C -1.993434 1.362585 -4.253566  -0.001
41 H 4.292585 -0.750318 2.004232  0.000
42 H 4.498979 -0.574960 0.254649  0.000
43 H 4.745300 -2.137478 1.021867  0.000
44 H 1.950080 -1.881926 3.203908  0.000
45 H 0.491673 -1.157965 2.527421  0.000
46 H 1.935884 -0.180143 2.835245  0.000
47 H 2.435222 -4.008694 1.545415  0.000
48 H 2.381660 -3.898115 -0.216572  0.000
49 H 0.910431 -3.658029 0.723448  0.000
50 H 3.879867 -2.335278 -0.977163  -0.001
51 H 4.851675 -2.880727 -3.099169  0.003
52 H 3.769255 -2.115789 -5.223439  0.004
53 H 1.747382 -0.814371 -5.151564  -0.001
54 H -0.071498 -1.736979 -5.702473  0.000
55 H -1.446095 -0.796000 -6.276304  0.000
56 H -1.557283 -1.703224 -4.762512  0.000
57 H 1.732669 1.275686 -5.469281  0.000
58 H 0.709181 2.561412 -4.836277  0.000
59 H 0.291651 1.771484 -6.357294  0.000
60 H -2.808856 0.768872 -3.839820  0.000
61 H -2.266157 1.616180 -5.282359  0.000
62 H -1.914595 2.300856 -3.707801  0.000
63 C -0.473858 3.515367 1.318593  0.000
64 As 0.137384 1.654002 1.406084  -0.001
65 C -0.938867 1.238020 2.981770  0.000
66 C 2.005300 2.132888 1.850710  0.000
67 C 2.632261 1.994563 3.220022  0.000
68 C 4.011913 1.814467 3.291763  0.000
69 C 4.656606 1.724568 4.515813  0.000
70 C 3.929893 1.818817 5.694194  0.000
71 C 2.558785 2.014211 5.635207  0.000
72 C 1.916841 2.106908 4.407295  0.000
73 H -0.287444 3.938255 2.305509  0.000
74 H -1.539781 3.588299 1.104830  0.000
75 H 0.085777 4.092702 0.586118  0.000
76 H -1.109522 2.127265 3.585432  0.000
77 H -0.506405 0.452265 3.593462  0.000
78 H -1.895392 0.892750 2.585627  0.000
79 H 2.066053 3.183347 1.553247  0.000
80 H 2.596689 1.573711 1.120337  0.001
81 H 4.588592 1.745430 2.376580  0.000
82 H 5.728026 1.575171 4.548230  0.000
83 H 4.430072 1.748439 6.650757  0.000
84 H 1.982116 2.094788 6.547444  0.000
85 H 0.850618 2.271864 4.386532  0.000
86 C -0.774937 -3.912762 3.659785  0.000
87 C -1.916832 -2.913586 3.462772  0.000
88 Sb -2.007305 -2.124165 1.456830  0.001
89 C -3.961186 -1.203167 1.619194  0.000
90 C -4.771568 -1.540894 2.870683  0.000
91 C -2.714584 -3.936352 0.515258  0.000
92 C -3.383332 -4.974197 1.414452  0.000
93 H -0.801572 -4.346483 4.661387  0.000
94 H 0.201167 -3.441726 3.534672  0.000
95 H -0.824262 -4.740260 2.950086  0.000
96 H -1.813585 -2.067492 4.146937  0.000
97 H -2.879019 -3.380884 3.671592  0.000
98 H -4.500897 -1.518917 0.725264  0.000
99 H -3.814630 -0.122295 1.546603  0.000
100 H -4.954937 -2.611406 2.959916  0.000
101 H -5.747437 -1.049956 2.847675  0.000
102 H -4.266369 -1.220181 3.782731  0.000
103 H -1.867286 -4.366274 -0.021821  0.000
104 H -3.419750 -3.584804 -0.240943  0.000
105 H -2.697226 -5.393474 2.148300  0.000
106 H -3.765826 -5.807221 0.820222  0.000
107 H -4.230489 -4.554245 1.959181  0.000

Atoms 1-2, force components in eV/Å:
Ru 0.383 2.022 -1.558
C -0.052 -0.159 -0.088



Entry 2:
Computed, not measured: a cluster of 10 separate species, C35H60O30 in total, with ωB97M-V/def2-TZVPD.

Calculated values
total energy	-98682.3385	eV
relative energy (zero: lowest compared OMol25 entry of this formula, charge and spin)	12.129	eV
SMILES string	C[C@H]1COC(=O)O1.C[C@H]1COC(=O)O1.C[C@H]1COC(=O)O1.C[C@H]1COC(=O)O1.C[C@H]1COC(=O)O1.COC(=O)OC.COC(=O)OC.COC(=O)OC.COC(=O)OC.COC(=O)OC
charge	0
HOMO energy	-9.875	eV
frontier orbital gap	0.364	Ha

Each line ends with the Löwdin charge.
Positions of all 125 atoms, in Å:
1 C 3.673553 -6.239033 -0.576393  -0.003
2 C 2.128138 -6.283502 -0.425109  -0.254
3 C 1.600490 -5.110512 0.391869  -0.135
4 O 1.136783 -4.242356 -0.572300  0.060
5 C 1.222546 -4.782191 -1.823857  -0.521
6 O 1.042408 -4.174330 -2.882546  0.120
7 O 1.622840 -6.031675 -1.736062  0.090
8 H 3.965042 -5.955558 -1.589482  0.087
9 H 4.213071 -7.138738 -0.287435  0.074
10 H 4.113479 -5.525519 0.206814  0.093
11 H 1.715023 -7.282320 -0.114258  0.170
12 H 2.229677 -4.736469 1.126450  0.107
13 H 0.751451 -5.571053 0.769538  0.107
14 C 1.050543 -0.361567 -0.482570  0.017
15 C 0.307200 -0.098827 -1.779362  -0.278
16 C -0.701696 -1.112844 -2.205345  -0.127
17 O -1.784619 -0.385214 -2.613928  0.087
18 C -1.583687 0.908469 -2.360743  -0.582
19 O -2.331785 1.739219 -2.812532  0.139
20 O -0.471298 1.087953 -1.679747  0.088
21 H 1.723559 -1.174034 -0.571416  0.068
22 H 0.294793 -0.523497 0.264311  0.070
23 H 1.647859 0.490848 -0.087372  0.082
24 H 0.965176 0.033612 -2.646145  0.164
25 H -1.067044 -1.651050 -1.367533  0.102
26 H -0.289065 -1.926523 -2.838205  0.154
27 C -2.257387 4.398587 -0.681479  -0.014
28 C -3.093815 4.959407 -1.836411  -0.269
29 C -4.628567 4.463045 -1.960214  -0.003
30 O -5.124110 5.728327 -1.493338  0.055
31 C -4.270032 6.687426 -1.201417  -0.637
32 O -4.593183 7.738791 -0.699343  0.136
33 O -3.111081 6.341000 -1.635305  0.114
34 H -2.024140 3.357553 -0.818858  0.049
35 H -2.790166 4.329257 0.198980  0.036
36 H -1.228843 4.903110 -0.385665  0.119
37 H -2.639531 4.738173 -2.772399  0.130
38 H -4.852105 3.460913 -1.526470  0.117
39 H -4.861867 4.489867 -3.044011  0.137
40 C -0.131769 2.747389 1.572628  -0.018
41 C -1.059466 2.095408 2.586681  -0.329
42 C -2.384162 2.850656 2.909734  -0.094
43 O -3.268279 1.766060 2.788980  0.049
44 C -2.678136 0.687235 2.087033  -0.478
45 O -3.251891 -0.308520 1.735886  0.161
46 O -1.368384 0.901310 2.012561  0.090
47 H -0.144146 3.855767 1.576759  0.099
48 H -0.365026 2.439021 0.563717  0.059
49 H 0.892310 2.476720 1.654118  0.061
50 H -0.476957 2.102505 3.520706  0.157
51 H -2.647978 3.768357 2.308068  0.131
52 H -2.423272 3.268617 3.925163  0.132
53 C 3.829301 2.527005 0.017671  -0.024
54 C 4.814861 2.166451 -1.067310  -0.318
55 C 5.938037 1.287374 -0.626828  -0.057
56 O 5.789303 0.061950 -1.409010  0.061
57 C 4.627302 0.219522 -2.110786  -0.539
58 O 4.022518 -0.685833 -2.804015  0.055
59 O 4.165581 1.385414 -2.040057  0.110
60 H 2.933746 2.676910 -0.598873  0.056
61 H 4.086032 3.443537 0.573111  0.100
62 H 3.531073 1.756145 0.759068  0.090
63 H 5.015853 3.106918 -1.688065  0.190
64 H 5.865231 1.069304 0.420335  0.128
65 H 6.850864 1.802695 -0.984692  0.147
66 C -2.107211 -3.611513 1.181156  -0.062
67 O -3.283677 -3.529972 0.479618  0.005
68 C -3.358883 -3.576589 -0.837876  -0.348
69 O -2.266277 -3.944566 -1.654165  -0.055
70 O -4.582359 -3.132753 -1.360478  -0.040
71 C -4.636600 -2.762680 -2.755166  -0.029
72 H -1.825487 -4.611948 1.157019  0.076
73 H -2.338285 -3.271531 2.202171  0.111
74 H -1.284156 -3.005893 0.776673  0.094
75 H -5.371978 -1.987696 -2.971888  0.096
76 H -4.685417 -3.592905 -3.475783  0.108
77 H -3.752115 -2.191181 -2.797386  0.054
78 C -4.421946 0.226430 -0.882183  -0.050
79 O -5.705229 -0.255698 -0.478463  0.026
80 C -6.705782 0.609554 -0.605820  -0.443
81 O -6.566915 1.819310 -1.362198  -0.092
82 O -7.790959 0.217506 -0.061496  0.034
83 C -8.957180 0.925438 -0.468492  -0.054
84 H -4.152755 1.060371 -0.260618  0.084
85 H -4.379566 0.564550 -1.872980  0.069
86 H -3.709601 -0.650621 -0.683816  0.116
87 H -9.821389 0.286753 -0.086303  0.107
88 H -9.109386 1.114052 -1.563643  0.114
89 H -9.118663 1.841464 0.199629  0.120
90 C 1.832122 8.275769 -0.192359  -0.048
91 O 0.968188 7.229734 -0.624491  0.024
92 C 1.499965 6.048220 -0.960703  -0.487
93 O 2.904891 5.772205 -0.847573  -0.097
94 O 0.697741 5.389008 -1.597566  0.059
95 C 1.006153 4.051230 -1.975882  0.009
96 H 2.799156 7.983280 -0.056991  0.038
97 H 1.564800 8.645119 0.852100  0.116
98 H 1.852017 9.200638 -0.806895  0.107
99 H 1.814963 4.068090 -2.698756  0.114
100 H 0.207696 3.600976 -2.571850  0.106
101 H 1.239223 3.438985 -1.192134  0.039
102 C 1.335703 -1.973262 2.617091  -0.026
103 O 1.844908 -2.767560 3.709701  0.006
104 C 1.299461 -3.868669 4.144189  -0.543
105 O 0.261714 -4.369804 3.426937  -0.030
106 O 1.892450 -4.433634 5.112320  0.038
107 C 1.494728 -5.759371 5.346569  -0.036
108 H 2.025816 -1.239087 2.334634  0.046
109 H 0.405211 -1.399867 2.901656  0.118
110 H 1.264166 -2.533933 1.652189  0.087
111 H 2.087762 -6.034624 6.250852  0.113
112 H 1.800293 -6.404122 4.495909  0.113
113 H 0.442224 -5.843954 5.528045  0.092
114 C 5.188757 -2.496264 3.406567  -0.009
115 O 5.682462 -3.115000 2.167768  0.005
116 C 5.078878 -2.920838 0.982306  -0.329
117 O 3.890380 -2.112169 0.730147  -0.098
118 O 5.700407 -3.524901 -0.060904  -0.032
119 C 5.278047 -3.321318 -1.360376  -0.057
120 H 4.569188 -1.593376 3.319065  0.090
121 H 5.999865 -2.124336 4.009951  0.080
122 H 4.661257 -3.262324 4.045099  0.107
123 H 5.415377 -2.312492 -1.597538  0.050
124 H 4.235306 -3.743638 -1.494344  0.102
125 H 5.828386 -4.105255 -1.945543  0.122

Atoms 1-2, force components in eV/Å:
C 0.670 0.483 1.977
C 2.080 -1.031 -0.378



Among the records above, which one has the lowest charge?
C35H60O30



Number 1 is which compound?
C35H60AsN6RuSSbSi2



Which of these has the lowest charge?
C35H60O30



total energy of number 2 (C35H60O30)?
-98682.3385 eV